{"formula": "C7H13NO3S", "method": "ωB97M-V/def2-TZVPD", "symbols": ["C", "C", "C", "C", "C", "C", "C", "N", "O", "O", "O", "S", "H", "H", "H", "H", "H", "H", "H", "H", "H", "H", "H", "H", "H"], "positions_angstrom": [[-1.463, -0.042, 1.816], [2.156, -0.084, 0.528], [2.038, 0.354, -0.982], [-0.263, -0.488, 0.940], [-0.671, -0.152, -0.653], [-1.894, -1.019, -0.970], [-0.866, 1.414, -0.960], [0.960, 0.109, 1.340], [-1.303, 1.192, 2.255], [-2.388, -0.756, 2.033], [1.271, -1.981, -1.527], [0.674, -0.679, -1.784], [2.486, -1.114, 0.384], [2.917, 0.433, 1.070], [2.007, 1.458, -1.056], [2.980, 0.000, -1.406], [-0.049, -1.497, 0.886], [-2.123, -0.793, -2.056], [-2.803, -1.024, -0.288], [-1.630, -2.094, -1.049], [-0.434, 1.857, -1.928], [-0.277, 2.029, -0.145], [-2.008, 1.556, -0.818], [1.120, -0.232, 2.283], [-0.437, 1.554, 2.087]], "nbo_charge": [0.79, -0.23, -0.60, -0.17, -0.23, -0.68, -0.67, -0.66, -0.67, -0.56, -0.99, 1.29, 0.20, 0.21, 0.22, 0.24, 0.21, 0.22, 0.27, 0.24, 0.24, 0.22, 0.24, 0.37, 0.51], "gap_ev": 9.591, "energy_ev": -25935.90704}



{"formula": "C5H10O", "method": "ωB97M-V/def2-TZVPD", "symbols": ["C", "C", "C", "C", "O", "H", "H", "H", "H", "H", "H", "C", "H", "H", "H", "H"], "positions_angstrom": [[1.344, 0.569, -0.380], [0.449, 1.371, 0.186], [-0.905, 1.638, -0.425], [-1.759, 0.573, 0.217], [-2.078, -0.455, -0.331], [2.248, 0.266, 0.141], [1.191, 0.159, -1.376], [0.626, 1.759, 1.187], [-1.281, 2.638, -0.181], [-0.900, 1.494, -1.510], [-1.996, 0.745, 1.288], [0.619, -2.145, 0.232], [0.140, -3.119, 0.180], [0.806, -1.872, 1.274], [1.582, -2.184, -0.292], [-0.084, -1.436, -0.211]], "nbo_charge": [-0.36, -0.20, -0.55, 0.45, -0.53, 0.21, 0.20, 0.20, 0.23, 0.23, 0.11, -0.85, 0.21, 0.21, 0.20, 0.23], "gap_ev": 10.466, "energy_ev": -7393.19629, "smiles": "C=CCC=O.C"}



{"formula": "C19H31ClMnN4O4S", "method": "ωB97M-V/def2-TZVPD", "symbols": ["Mn", "C", "C", "N", "C", "C", "N", "C", "C", "C", "N", "C", "C", "N", "C", "H", "H", "H", "H", "H", "H", "H", "H", "H", "H", "H", "H", "H", "H", "H", "H", "H", "H", "H", "H", "H", "H", "H", "H", "O", "C", "O", "C", "C", "C", "C", "S", "C", "C", "H", "H", "H", "H", "H", "Cl", "C", "C", "O", "O", "H", "H"], "positions_angstrom": [[-0.050, 0.434, -0.153], [-1.735, -2.154, -2.018], [-0.205, -2.126, -1.981], [0.354, -1.590, -0.736], [1.793, -1.877, -0.637], [2.375, -1.043, 0.481], [2.099, 0.382, 0.234], [3.097, 1.017, -0.643], [2.665, 1.225, -2.088], [1.548, 2.242, -2.222], [0.234, 1.696, -1.872], [-0.562, 1.204, -2.991], [-1.960, 0.919, -2.461], [-1.909, 0.225, -1.155], [-2.472, -1.137, -1.148], [-2.087, -3.136, -1.694], [-2.044, -2.062, -3.062], [0.189, -1.513, -2.791], [0.169, -3.141, -2.163], [-0.115, -2.016, 0.063], [2.256, -1.616, -1.591], [1.977, -2.944, -0.471], [3.451, -1.231, 0.577], [1.898, -1.304, 1.423], [2.070, 0.840, 1.142], [4.014, 0.418, -0.632], [3.356, 1.991, -0.220], [2.363, 0.279, -2.546], [3.536, 1.577, -2.647], [1.526, 2.672, -3.230], [1.738, 3.062, -1.524], [-0.279, 2.460, -1.423], [-0.098, 0.309, -3.406], [-0.619, 1.942, -3.801], [-2.541, 0.344, -3.186], [-2.474, 1.871, -2.314], [-2.492, 0.758, -0.514], [-3.519, -1.112, -1.471], [-2.460, -1.454, -0.107], [-7.097, 4.240, -0.408], [-6.573, 3.073, 0.045], [-7.299, 2.140, 0.251], [-5.099, 3.036, 0.251], [-4.216, 3.917, -0.369], [-2.850, 3.801, -0.174], [-2.310, 2.810, 0.658], [-0.575, 2.654, 0.869], [-3.215, 1.946, 1.304], [-4.576, 2.049, 1.085], [-6.424, 4.930, -0.401], [-4.573, 4.683, -1.050], [-2.174, 4.488, -0.670], [-2.829, 1.166, 1.944], [-5.263, 1.364, 1.566], [-2.817, -1.098, 3.654], [-1.262, -0.234, 3.783], [-0.419, -0.263, 2.519], [0.742, 0.145, 2.628], [-0.983, -0.578, 1.418], [-0.702, -0.654, 4.612], [-1.482, 0.812, 3.991]], "nbo_charge": [0.86, -0.43, -0.20, -0.63, -0.22, -0.23, -0.65, -0.21, -0.41, -0.21, -0.66, -0.21, -0.24, -0.65, -0.22, 0.22, 0.21, 0.18, 0.19, 0.39, 0.19, 0.20, 0.19, 0.24, 0.43, 0.19, 0.21, 0.20, 0.22, 0.19, 0.21, 0.41, 0.19, 0.19, 0.21, 0.22, 0.42, 0.20, 0.24, -0.67, 0.78, -0.57, -0.25, -0.18, -0.27, -0.13, -0.32, -0.29, -0.09, 0.48, 0.20, 0.22, 0.23, 0.23, -0.07, -0.47, 0.77, -0.70, -0.80, 0.24, 0.24], "gap_ev": [7.731, 7.586], "spin_multiplicity": 2, "s_squared": 0.819, "energy_ev": -89036.88922}



{"formula": "C17H21Cl2HfNO4S2", "method": "ωB97M-V/def2-TZVPD", "symbols": ["C", "C", "C", "C", "C", "C", "C", "C", "C", "C", "Hf", "Cl", "Cl", "O", "H", "H", "H", "H", "H", "H", "H", "H", "H", "H", "H", "H", "H", "H", "H", "H", "O", "H", "O", "S", "O", "N", "C", "S", "C", "C", "C", "C", "C", "C", "H", "H", "H", "H"], "positions_angstrom": [[-2.722, 2.423, -0.313], [-2.713, 1.933, -1.645], [-1.533, 2.412, -2.281], [-3.747, 1.065, -2.236], [-0.830, 3.224, -1.348], [-1.568, 3.236, -0.134], [-1.196, 3.925, 1.113], [-3.738, 2.115, 0.706], [-1.114, 2.105, -3.661], [0.449, 3.919, -1.595], [0.352, -0.899, -0.132], [-1.029, -1.123, -1.763], [0.010, -2.528, 1.548], [1.810, 0.345, -0.273], [-4.072, 0.304, -1.514], [-3.374, 0.560, -3.133], [-4.635, 1.649, -2.520], [-1.295, 1.050, -3.901], [-0.046, 2.310, -3.794], [-1.666, 2.716, -4.391], [1.088, 3.336, -2.270], [0.987, 4.083, -0.655], [0.284, 4.903, -2.061], [-0.155, 4.260, 1.076], [-1.311, 3.243, 1.965], [-1.832, 4.806, 1.285], [-4.151, 1.112, 0.549], [-4.570, 2.834, 0.671], [-3.293, 2.151, 1.706], [2.491, 1.031, -0.218], [-0.949, 0.631, 1.109], [-1.085, 0.312, 2.019], [3.016, -7.003, 0.391], [2.056, -5.924, 0.577], [0.730, -6.243, 1.011], [2.069, -4.879, -0.713], [2.484, -3.656, -0.426], [2.164, -2.335, -1.447], [3.037, -3.517, 0.926], [3.499, -2.379, 1.584], [3.626, -2.402, 2.971], [3.285, -3.555, 3.696], [2.842, -4.710, 3.034], [2.745, -4.669, 1.653], [3.722, -1.489, 0.992], [3.975, -1.513, 3.498], [3.352, -3.551, 4.784], [2.550, -5.618, 3.557]], "nbo_charge": [-0.10, -0.15, -0.10, -0.62, -0.15, -0.11, -0.61, -0.61, -0.63, -0.61, 1.95, -0.39, -0.54, -1.11, 0.19, 0.19, 0.17, 0.19, 0.19, 0.16, 0.18, 0.19, 0.16, 0.18, 0.20, 0.16, 0.19, 0.16, 0.20, 0.50, -1.13, 0.44, -0.95, 2.27, -0.92, -0.76, 0.16, -0.25, -0.15, -0.17, -0.21, -0.20, -0.22, -0.20, 0.25, 0.21, 0.20, 0.22], "gap_ev": 3.743, "total_charge": -2, "energy_ev": -75676.85592}